Density functional theory data (ωB97M-V with the def2-TZVPD basis set) for a structure of composition C13H16AsCl3CrF6N5O3S.

Element x y z (Å)
Cr (0.698650, 0.519710, -0.629724)
N (-0.051775, -1.193416, 0.239592)
C (-0.711083, -0.892074, 1.530435)
C (-2.015671, -1.658184, 1.792738)
C (-3.001584, -1.886475, 0.631568)
C (-3.285009, -0.729939, -0.338331)
N (-3.328198, 0.600071, 0.262110)
C (-4.232345, 1.024928, 1.129934)
N (-3.935297, 2.058050, 1.916756)
N (-5.429053, 0.423187, 1.194010)
C (-0.909000, 0.623179, 1.683456)
O (-1.535812, 1.042815, 2.653270)
O (-0.443331, 1.371618, 0.748305)
H (-0.670217, -1.666432, -0.409561)
H (0.765506, -1.785961, 0.379712)
H (-0.008988, -1.154511, 2.322929)
H (-2.512343, -1.121170, 2.601280)
H (-1.768105, -2.644160, 2.189733)
H (-3.936306, -2.225800, 1.083554)
H (-2.667617, -2.724268, 0.012398)
H (-4.202864, -0.922373, -0.898144)
H (-2.509156, -0.662719, -1.093326)
H (-2.508790, 1.186559, 0.134925)
H (-2.955426, 2.091325, 2.238714)
H (-4.642217, 2.426171, 2.529734)
H (-5.739598, -0.173472, 0.448190)
H (-6.081013, 0.657574, 1.919894)
Cl (6.852082, 1.775087, -3.795667)
C (5.389560, 1.111194, -3.140488)
C (4.398277, 1.965811, -2.692662)
C (3.250870, 1.396923, -2.181579)
Cl (1.962108, 2.422454, -1.582350)
C (3.036101, 0.023704, -2.085606)
O (1.924243, -0.486734, -1.573712)
C (4.071841, -0.795127, -2.549973)
Cl (3.881680, -2.506101, -2.441393)
C (5.235787, -0.264098, -3.072072)
H (4.520025, 3.038096, -2.736900)
H (6.021415, -0.921281, -3.415184)
S (-2.784766, 0.941465, -3.737874)
C (-1.556631, 0.820782, -2.723564)
N (-0.686543, 0.708718, -1.936305)
F (2.071345, 0.644650, 0.824270)
As (3.224137, -0.286491, 1.966793)
F (1.972045, -0.122964, 3.143160)
F (3.855526, 1.242851, 2.392986)
F (4.245979, -1.152192, 3.017566)
F (4.294214, -0.395136, 0.629917)
F (2.437347, -1.745844, 1.416488)

Forces on the atoms, in the same order (eV/Å):
Cr 0.116 -0.025 0.023
N 0.037 0.035 0.024
C -0.003 0.003 0.024
C -0.014 -0.003 -0.026
C 0.012 0.017 0.039
C 0.013 0.002 -0.018
N -0.037 0.003 0.040
C 0.019 0.014 -0.047
N 0.023 -0.032 0.029
N 0.014 -0.001 0.023
C -0.015 -0.001 0.081
O -0.004 0.000 -0.035
O 0.047 0.000 -0.011
H 0.008 -0.006 -0.012
H -0.010 -0.015 0.010
H 0.015 0.016 -0.008
H 0.006 0.004 0.006
H -0.006 -0.004 -0.003
H 0.003 -0.006 0.000
H -0.003 0.006 -0.016
H -0.002 0.000 -0.003
H 0.000 -0.004 -0.008
H -0.002 -0.007 -0.012
H -0.020 -0.001 -0.010
H -0.003 0.004 -0.013
H 0.003 0.002 -0.002
H -0.001 0.003 -0.008
Cl 0.006 0.001 -0.002
C -0.011 0.026 0.003
C 0.007 -0.009 -0.004
C 0.001 -0.006 0.015
Cl -0.022 -0.010 0.005
C -0.020 0.019 0.003
O -0.030 -0.004 -0.039
C -0.004 0.009 -0.009
Cl 0.005 -0.002 -0.003
C -0.001 -0.019 0.003
H 0.003 0.000 -0.001
H -0.001 0.000 0.000
S -0.006 0.005 0.000
C 0.008 0.037 0.013
N -0.072 -0.059 -0.112
F -0.035 -0.017 0.085
As -0.011 0.028 -0.059
F -0.003 -0.006 0.007
F 0.007 -0.001 0.002
F 0.015 -0.009 0.010
F 0.001 0.005 0.025
F -0.033 0.009 -0.011

## Properties
E_LUMO (alpha / beta): -1.3 / -0.6 eV
multiplicity: 2
molar mass: 669.63 g mol⁻¹

---

Density functional theory data (ωB97M-V with the def2-TZVPD basis set) for a cluster of 2 separate species, C6H10O in total in a non-equilibrium geometry.

Element x y z (Å)
C (-1.902765, -0.406214, 0.771044)
C (-1.239410, 0.111200, -0.471714)
C (-0.239303, 1.178998, -0.164059)
C (0.795821, 0.480210, -0.635501)
C (-0.027777, -0.736676, -0.994687)
H (-1.111734, -0.608430, 1.505427)
H (-2.584662, 0.347531, 1.176319)
H (-2.442733, -1.326088, 0.554344)
H (-1.930090, 0.403470, -1.277801)
H (-0.243323, 2.213051, 0.159804)
H (1.329960, 1.136970, -1.283423)
H (0.115356, -1.666752, -0.423142)
H (0.038432, -0.941378, -2.064627)
C (2.307910, -0.036897, 0.750399)
O (1.694819, -0.865203, 1.402931)
H (3.027573, -0.312151, -0.050969)
H (2.411926, 1.028360, 1.045661)

Forces on the atoms, in the same order (eV/Å):
C -0.256 -0.248 0.157
C -0.329 -0.091 0.355
C -0.365 0.365 0.008
C -1.031 0.924 -1.457
C -0.093 0.002 -0.296
H -0.300 -0.083 -0.021
H -0.006 -0.190 0.041
H -0.165 -0.091 0.216
H 0.107 -0.101 0.282
H -0.432 0.031 -0.061
H 2.135 -0.312 -0.255
H 0.280 0.479 -0.123
H -0.425 -0.140 0.032
C 0.643 -0.376 0.909
O 0.686 0.229 -0.023
H -0.269 -0.148 0.093
H -0.181 -0.249 0.143

## Properties
E_LUMO: 0.2 eV
SMILES: C[C@H]1C=CC1.C=O
molar mass: 98.14 g mol⁻¹
relative energy (zero: lowest compared OMol25 entry of this formula, charge and spin): 357.7 kJ/mol

---

Density functional theory data (ωB97M-V with the def2-TZVPD basis set) for an isolated molecule of C16H15Br2NO4 in a non-equilibrium geometry.

Element x y z (Å)
C (2.120964, 4.317794, -1.746883)
C (0.834876, 3.822184, -2.476360)
C (-0.327632, 4.815938, -2.305750)
N (0.399812, 2.470734, -2.106273)
C (-0.014660, 2.165765, -0.769964)
C (-0.023955, 0.891412, -0.268122)
O (-0.392210, 0.766872, 1.020663)
C (-0.436835, -0.525391, 1.521116)
C (-1.673043, -1.193084, 1.563106)
Br (-3.294986, -0.291077, 1.054304)
C (-1.765194, -2.501782, 2.122364)
C (-0.615371, -3.119817, 2.666304)
C (-0.740641, -4.503030, 3.293739)
C (-0.978964, -5.630323, 2.276443)
O (-0.293437, -6.624827, 2.397826)
O (-1.957627, -5.437854, 1.338944)
C (0.610261, -2.464398, 2.588042)
C (0.706538, -1.181024, 2.005351)
Br (2.380794, -0.275227, 1.996080)
C (0.293246, -0.246768, -1.215589)
C (0.619333, 0.043620, -2.502559)
C (0.728145, 1.406850, -2.960988)
O (1.220618, 1.601187, -4.090679)
H (1.952465, 4.370428, -0.673201)
H (2.952040, 3.631413, -1.970773)
H (2.323169, 5.312368, -2.094751)
H (1.068036, 3.893265, -3.539998)
H (-1.099349, 4.467952, -2.976457)
H (-0.051179, 5.854318, -2.512269)
H (-0.730769, 4.711642, -1.288261)
H (-0.316351, 2.952483, -0.091337)
H (-2.752717, -2.961296, 2.141456)
H (-1.571080, -4.520398, 3.987113)
H (0.150561, -4.762716, 3.867731)
H (-1.969372, -6.289186, 0.861105)
H (1.494733, -2.976346, 2.956583)
H (0.243060, -1.250366, -0.915449)
H (0.906721, -0.741313, -3.152605)

Forces on the atoms, in the same order (eV/Å):
C -0.881 -1.398 -0.115
C 0.280 1.782 0.068
C 0.053 -0.891 0.736
N -0.064 -1.581 1.115
C 0.685 -0.803 -0.729
C 0.638 0.079 -3.651
O -0.135 -1.226 1.441
C -0.298 -0.128 -0.147
C 0.051 -1.108 0.903
Br 0.843 -0.397 0.048
C 0.518 1.453 -0.270
C -0.953 0.254 -0.543
C -0.155 0.500 -0.913
C 1.089 -0.132 1.024
O -1.190 0.412 -0.997
O 1.086 -0.744 0.862
C -0.113 0.508 -0.442
C -0.407 -0.351 0.441
Br -0.421 -0.239 -0.101
C -0.364 2.932 0.393
C -0.780 0.416 2.478
C 1.399 0.785 -1.957
O -0.734 0.330 1.143
H 0.090 -0.089 0.165
H -0.167 0.379 0.156
H 0.314 0.439 -0.258
H -0.029 -0.948 0.098
H -0.424 0.274 -0.265
H 0.000 -0.296 0.033
H 0.048 0.454 -0.183
H 0.185 0.263 -0.322
H 0.365 -0.049 0.104
H -0.356 0.077 0.175
H -0.094 -0.054 -0.283
H -0.164 0.316 -0.087
H -0.022 0.292 -0.013
H -0.010 -1.169 0.643
H 0.118 -0.345 -0.748

## Properties
E_LUMO: 0.2 eV
SMILES: CC(C)n1cc(Oc2c(Br)cc(CC(=O)O)cc2Br)ccc1=O
molar mass: 445.11 g mol⁻¹
relative energy (zero: lowest compared OMol25 entry of this formula, charge and spin): 7.0 kJ/mol

---

Density functional theory data (ωB97M-V with the def2-TZVPD basis set) for a cluster of 3 separate species, C4BrClN3O5 in total in a non-equilibrium geometry.

Element x y z (Å)
C (-1.039814, -0.796113, 1.586039)
C (-1.299930, 0.572342, -1.687914)
C (3.576616, -2.118195, -0.348678)
C (-1.003794, 0.135522, 0.531894)
N (-1.216379, -1.599447, 2.384891)
N (-2.131270, 0.315693, -2.654990)
N (-0.389435, 1.253298, 0.495732)
O (3.659212, -3.003776, 0.321784)
O (-1.534762, -0.310042, -0.632941)
O (3.461000, -1.273325, -1.154427)
O (-0.434032, 1.409816, -1.450233)
O (0.123068, 2.047821, 1.190622)
Cl (-2.208446, 1.600352, -3.901793)
Br (3.997465, 0.831380, 2.392297)

Forces on the atoms, in the same order (eV/Å):
C -0.250 0.041 0.810
C -2.751 -1.357 -1.384
C -0.617 4.676 -4.321
C -0.296 -0.571 -2.702
N 0.139 -0.006 0.065
N 0.219 0.979 -0.379
N 0.801 0.397 0.815
O 0.485 -4.055 3.527
O 0.206 -0.673 1.127
O 0.135 -0.515 0.866
O 1.727 2.240 1.644
O -0.092 -0.063 -0.994
Cl 0.510 -0.980 1.043
Br -0.218 -0.112 -0.117

## Properties
E_LUMO: -0.7 eV
charge: -1
molar mass: 285.42 g mol⁻¹
relative energy (zero: lowest compared OMol25 entry of this formula, charge and spin): 0.0 kJ/mol